Entry 1:
ORCA calculation (ωB97M-V/def2-TZVPD) on 2 unconnected molecules or ions with the total composition C10H12N2.

```
! RIJCOSX wB97M-V def2-TZVPD def2/J DEFGRID3
* xyz 0 3
C -1.0912 -2.1827 -0.4403
C -1.6190 0.8365 2.7118
C -0.5620 0.3784 1.9081
C -2.6094 1.1399 1.8027
C -0.9347 0.4835 0.5666
C 0.1902 0.3217 -1.9925
C -0.1979 -0.0630 -0.5367
C 1.1782 -0.1522 -1.0318
C 2.1296 0.8820 -0.4495
C 1.7880 -1.5601 -1.1230
N -1.7720 -3.0665 -0.2520
N -2.2041 0.9325 0.5497
H -1.5733 0.8420 3.8492
H 0.4004 -0.0554 2.1857
H -3.6066 1.4371 1.8606
H -0.0556 -0.5094 -2.5840
H 0.1456 1.3425 -2.2233
H 2.9465 1.0795 -1.2188
H 2.5746 0.4556 0.3954
H 1.6589 1.8012 -0.2745
H 2.9059 -1.3432 -1.0854
H 1.4525 -2.1081 -2.0572
H 1.6544 -2.1670 -0.2658
H -2.7989 1.2755 -0.2950
*
```

The LUMO energy (spin up / spin down) is 0.017 / -0.115 Ha. The value obtained for the energy relative to the best compared isomer or geometry (same formula, charge and spin) is 60.6 kcal/mol. The electronic energy is -497.49153 Eh. The expectation value of S² is 2.0205. The calculation puts the frontier orbital gap (spin up / spin down) at 0.2488 / 0.2390 Eh.


Entry 2:
ORCA calculation (ωB97M-V/def2-TZVPD) on a molecular structure, C27H45N3O3PS2W.

```
! RIJCOSX wB97M-V def2-TZVPD def2/J DEFGRID3
* xyz 3 1
W -0.7278 0.0283 0.6514
N -3.2042 0.2332 -0.4214
N -3.6462 -0.8873 -1.0973
C -3.2364 -2.0567 -0.6207
N -3.7274 -3.1723 -1.1114
S -2.1220 -2.1556 0.6907
H -3.8339 0.4510 0.3388
H -3.1897 1.0208 -1.0544
H -4.4460 -0.8114 -1.7094
H -4.4755 -3.1892 -1.7903
H -3.4194 -4.0597 -0.7434
C 1.9998 3.6145 0.5506
C 0.9515 2.7567 -0.1006
O 1.0233 1.3980 0.5353
H 1.9508 4.6110 0.1071
H 3.0085 3.2265 0.3783
H 1.8247 3.7289 1.6271
H 1.1279 2.6173 -1.1544
H -0.0439 3.1406 0.0544
H 1.6960 1.4709 1.2117
C 2.8919 0.4590 3.3621
C 1.5835 -0.1921 3.8357
C 1.8561 -1.1281 5.0212
C 0.6335 0.9114 4.3083
P 0.7462 -1.2191 2.4453
C -0.4666 -2.2339 3.3548
C -0.1602 -3.5371 3.7568
C -1.0428 -4.2557 4.5454
C -2.2429 -3.6898 4.9593
C -2.5579 -2.3946 4.5769
C -1.6793 -1.6769 3.7799
C 2.0033 -2.3076 1.5153
C 1.2505 -3.3867 0.7186
C 3.0331 -2.9880 2.4350
C 2.7827 -1.4164 0.5271
H 3.2550 1.1041 4.1645
H 2.7787 1.0893 2.4832
H 3.6752 -0.2628 3.1567
H 2.2632 -0.5067 5.8253
H 2.5891 -1.8998 4.8016
H 0.9499 -1.5982 5.3993
H 1.1571 1.5104 5.0586
H -0.2641 0.5091 4.7852
H 0.3429 1.5849 3.5096
H 0.7656 -4.0090 3.4779
H -0.7806 -5.2629 4.8490
H -2.9216 -4.2541 5.5893
H -3.4815 -1.9344 4.9113
H -1.9391 -0.6722 3.5211
H 0.6377 -4.0292 1.3450
H 2.0023 -4.0194 0.2369
H 0.6256 -2.9731 -0.0647
H 2.6020 -3.6336 3.1942
H 3.6969 -2.2818 2.9258
H 3.6552 -3.6191 1.7935
H 2.1626 -0.7491 -0.0453
H 3.2975 -2.0663 -0.1846
H 3.5462 -0.8252 1.0278
C -1.3449 -1.2247 -7.3190
C -1.0175 -0.8564 -5.9029
C -0.1151 -1.6248 -5.1588
C 0.1764 -1.3490 -3.8464
C 1.2448 -2.1988 -3.1837
C -0.4814 -0.2261 -3.2289
C -1.2902 0.6605 -4.0204
C -1.8753 1.9889 -3.5723
C -1.5586 0.2927 -5.3192
C -0.4096 -0.0980 -1.8317
O -0.7855 0.9583 -1.1188
O -0.0535 -1.0302 -0.9992
H -1.3600 -2.3053 -7.4558
H -0.5699 -0.8304 -7.9853
H -2.2953 -0.8014 -7.6408
H 0.3918 -2.4555 -5.6429
H 0.8372 -3.1584 -2.8567
H 1.7145 -1.7240 -2.3317
H 2.0211 -2.4137 -3.9169
H -1.7967 2.1982 -2.5134
H -2.9183 2.0726 -3.8880
H -1.3406 2.7915 -4.0882
H -2.1985 0.9349 -5.9216
S -1.7638 1.4527 1.8796
*
```

The LUMO energy is -0.406 Ha. The value obtained for the energy relative to the best compared isomer or geometry (same formula, charge and spin) is 38.2 kcal/mol. The electronic energy is -2649.73325 Eh. The calculation puts the frontier orbital gap at 0.2137 Eh.


Entry 3:
ORCA calculation (ωB97M-V/def2-TZVPD) on a molecular structure, C28H45BrN2OP2W.

```
! RIJCOSX wB97M-V def2-TZVPD def2/J DEFGRID3
* xyz 4 3
C -3.9645 -3.5176 1.9597
C -3.4263 -3.6295 0.6393
C -3.8062 -4.7303 -0.1550
C -4.5626 -5.7312 0.4496
N -4.9850 -5.6485 1.7042
C -4.7135 -4.5825 2.4541
C -2.4548 -2.6787 0.2475
C -1.7335 -1.7840 0.8206
C -0.8412 -1.5018 1.9365
C -0.7298 -0.0956 2.0856
C 0.5504 0.4716 2.0908
C 1.6148 -0.4560 1.9931
C 1.4768 -1.7745 2.4191
C 0.2197 -2.3541 2.3301
W -0.0726 -0.7355 0.1256
P -0.8343 1.3380 -0.8276
H -3.4800 -4.8101 -1.1858
H -3.7564 -2.6466 2.5870
H -4.8380 -6.6335 -0.0977
H -5.0922 -4.5523 3.4795
H 0.0086 -3.4130 2.4956
H -1.6550 0.4647 2.1295
H 2.3106 -2.3529 2.8180
H 0.6366 1.5554 2.1514
C 0.6196 2.3609 -1.2901
C 0.5790 3.2036 -2.5653
H 1.4483 1.6415 -1.3346
H 0.8616 2.9904 -0.4189
H 1.5080 3.7931 -2.6162
H 0.5268 2.5884 -3.4735
H -0.2716 3.8974 -2.5542
C -1.8347 0.9426 -2.2937
C -3.3753 0.9852 -2.2037
H -1.4863 -0.0938 -2.5208
H -1.4823 1.5872 -3.1201
H -3.7841 0.2611 -2.9255
H -3.7656 0.7563 -1.1997
H -3.7563 1.9761 -2.4844
C -1.8769 2.3983 0.2408
C -2.2696 3.7369 -0.3941
H -1.3494 2.5776 1.1932
H -2.7681 1.7992 0.4884
H -3.0104 4.2314 0.2522
H -1.4038 4.4037 -0.4821
H -2.7169 3.6205 -1.3892
Br 2.7336 -0.0478 0.2378
P 2.8263 -2.2039 -3.1122
C 1.9716 -0.6264 -3.5552
C 2.4050 -0.2948 -4.9855
H 2.2358 0.1724 -2.8472
H 0.8834 -0.7701 -3.4785
H 1.7510 0.4486 -5.4464
H 3.4273 0.0975 -4.9960
H 2.3734 -1.1977 -5.6074
C 4.3105 -1.6734 -2.1568
C 5.6125 -2.4424 -2.3902
H 4.0075 -1.7377 -1.0998
H 4.4531 -0.6048 -2.3754
H 6.3983 -1.9766 -1.7836
H 5.5247 -3.4906 -2.0831
H 5.9336 -2.3973 -3.4363
C 1.7130 -3.0593 -1.9345
C 1.1187 -4.2633 -2.6787
H 0.9229 -2.3755 -1.5397
H 2.3293 -3.3820 -1.0831
H 0.5768 -4.9100 -1.9885
H 0.4148 -3.9452 -3.4554
H 1.9024 -4.8673 -3.1527
C -0.5649 5.1629 5.4769
N 0.6418 4.4994 5.0272
C 1.8775 4.6732 5.7764
C 0.6520 3.9009 3.8127
O -0.3503 3.7380 3.1071
H -0.3363 5.6467 6.4246
H -1.3741 4.4410 5.6050
H -0.8918 5.9109 4.7485
H 2.3381 3.6987 5.9887
H 2.6109 5.2658 5.2067
H 1.6426 5.1882 6.7114
H 1.6655 3.5629 3.5042
*
```

The LUMO energy (spin up / spin down) is -0.543 / -0.524 Ha. The value obtained for the energy relative to the best compared isomer or geometry (same formula, charge and spin) is 0.0 kcal/mol. The electronic energy is -4600.59235 Eh. The expectation value of S² is 2.2724. The calculation puts the frontier orbital gap (spin up / spin down) at 0.0871 / 0.1058 Eh.